No. 1
{"formula": "C28H23Cl10N5O4SV", "method": "the ωB97M-V functional and the def2-TZVPD basis", "e_homo_ev": [-1.18, -3.10], "spin_multiplicity": 4, "charge": -2, "de_lowest_kcal_mol": 0.00, "fmax_ev_per_a": 0.8, "energy_ha": -7599.761875, "species": ["V", "Cl", "Cl", "Cl", "Cl", "Cl", "Cl", "Cl", "Cl", "Cl", "Cl", "S", "O", "O", "O", "O", "N", "N", "N", "N", "N", "C", "C", "C", "C", "C", "C", "C", "C", "C", "C", "C", "C", "C", "C", "C", "C", "C", "C", "C", "C", "C", "C", "C", "C", "C", "C", "C", "C", "H", "H", "H", "H", "H", "H", "H", "H", "H", "H", "H", "H", "H", "H", "H", "H", "H", "H", "H", "H", "H", "H", "H"], "positions_angstrom": [[0.021559, 0.117958, 0.535459], [2.825444, 0.624214, -2.083102], [1.772501, 6.693648, -1.177774], [4.519583, 2.765725, -3.632306], [5.841079, -0.818618, 1.623601], [3.347815, 1.013663, 1.437144], [2.801717, -5.133892, 0.534536], [0.278576, -3.325559, 0.326998], [5.580006, -3.889820, 1.173393], [3.992204, 5.803890, -3.183139], [0.077788, 4.554407, 0.352656], [-2.752416, -3.701243, -7.565721], [0.846282, 1.802704, -0.276009], [-1.430533, -0.864180, 1.742302], [-5.044860, -4.741791, -8.112275], [-3.260434, -0.625146, 3.028022], [0.178168, 1.263726, 2.651810], [-1.909261, 1.258515, 0.398218], [-0.052550, 2.340858, 4.736910], [-2.715335, 1.005463, 1.530126], [0.833114, 0.195129, 4.646989], [-5.106876, -3.664895, -5.985414], [1.830631, -2.567773, 0.648380], [1.875697, -1.185869, 0.804082], [3.144671, -0.714141, 1.113530], [2.068939, 5.007732, -1.430688], [-2.463214, -0.276691, 2.154035], [-0.948644, -1.092231, -2.466503], [0.305384, 1.260306, 3.923048], [-0.477076, 3.560328, 4.090459], [3.063223, 4.621235, -2.322441], [-1.315331, -3.099885, -3.834463], [4.287620, -1.497176, 1.236825], [-1.350831, -1.698253, -3.674351], [-1.719660, -3.698981, -5.007892], [4.178374, -2.870725, 1.046472], [1.516199, 2.649701, -0.900438], [2.560128, 2.295857, -1.839496], [-4.447448, -4.128922, -7.257626], [1.322110, 4.064779, -0.746678], [2.063001, 0.462847, 5.369931], [3.290708, 3.248932, -2.514937], [-0.663226, 2.104386, 6.028951], [-1.800120, -0.940926, -4.775141], [-2.215389, -1.544696, -5.944281], [-2.195829, -2.932336, -6.073142], [-0.594578, -0.651234, -1.373885], [2.929303, -3.416403, 0.753566], [0.796302, -1.124325, 4.033168], [-1.753261, 2.223319, 5.978358], [2.031977, 1.454883, 5.818750], [-1.711015, 2.246581, 0.310533], [1.725084, -1.345584, 3.502325], [-2.570285, -0.940575, -6.771273], [-1.455467, 3.460417, 3.597316], [-5.337306, -2.603346, -6.100736], [0.255698, 3.869825, 3.344837], [-0.954011, -3.695691, -3.006025], [-0.030971, -1.189154, 3.328427], [-2.285086, 0.880484, -0.467004], [-1.813510, 0.136904, -4.678781], [-0.448900, 1.090117, 6.350652], [-0.428419, 2.033924, 2.383906], [-6.028694, -4.228471, -5.862385], [2.936594, 0.405008, 4.707226], [-1.676971, -4.777688, -5.107572], [2.187913, -0.274018, 6.168177], [-0.273859, 2.809405, 6.770361], [-3.698849, 1.214935, 1.436239], [-4.463243, -3.759494, -5.115394], [0.662706, -1.867189, 4.825010], [-0.554640, 4.345117, 4.844147]], "forces_ev_per_a": [[-0.1, -0.4, 0.5], [0.0, -0.2, -0.1], [0.0, 0.1, 0.0], [0.0, -0.1, 0.0], [-0.1, 0.0, 0.0], [0.0, -0.2, 0.0], [-0.1, 0.0, 0.0], [0.2, 0.0, 0.1], [-0.1, 0.0, 0.0], [0.0, 0.0, 0.0], [-0.1, 0.0, 0.1], [0.1, -0.1, 0.0], [0.0, 0.6, -0.1], [0.0, -0.5, 0.0], [0.0, 0.0, 0.0], [-0.1, 0.1, 0.0], [-0.2, 0.0, -0.1], [-0.2, 0.2, 0.1], [0.1, 0.0, 0.0], [0.2, -0.1, 0.2], [0.1, 0.0, -0.2], [0.0, 0.0, -0.1], [-0.3, -0.3, -0.1], [-0.1, 0.1, 0.0], [0.1, 0.5, 0.2], [0.1, -0.1, -0.1], [-0.1, 0.2, -0.1], [0.0, 0.2, 0.3], [0.0, 0.0, 0.2], [0.0, 0.0, 0.0], [0.0, -0.2, 0.0], [0.1, 0.1, 0.1], [0.1, -0.1, 0.0], [-0.1, -0.1, -0.4], [0.0, -0.1, -0.1], [0.0, -0.1, 0.0], [0.6, 0.3, -0.4], [-0.4, 0.2, 0.3], [-0.1, 0.0, 0.0], [0.0, -0.4, 0.0], [0.0, 0.0, 0.1], [0.0, 0.3, 0.0], [-0.1, 0.0, 0.0], [0.1, 0.0, 0.2], [-0.1, 0.0, -0.1], [0.0, 0.1, 0.1], [0.2, -0.1, -0.2], [0.2, 0.1, 0.0], [0.0, 0.0, 0.0], [0.0, 0.0, 0.0], [0.0, 0.0, 0.0], [0.0, 0.1, -0.1], [0.1, 0.0, -0.1], [0.0, 0.0, 0.0], [0.0, 0.0, 0.0], [0.0, 0.0, 0.1], [0.0, 0.0, 0.0], [0.0, 0.0, 0.0], [0.0, 0.0, 0.0], [0.0, 0.1, 0.0], [0.0, 0.0, 0.0], [0.0, 0.0, 0.0], [0.2, 0.1, -0.2], [0.0, 0.0, 0.0], [0.0, 0.0, 0.0], [0.0, 0.0, 0.0], [0.0, 0.0, 0.0], [0.0, 0.0, 0.0], [0.0, -0.1, 0.0], [0.0, 0.0, 0.0], [0.0, 0.0, 0.0], [0.0, 0.0, 0.0]], "mulliken_spin": [2.761, 0.006, 0.000, 0.000, -0.001, 0.003, -0.001, 0.003, 0.002, 0.001, 0.001, 0.000, -0.043, 0.007, 0.000, 0.006, 0.026, 0.011, 0.000, 0.000, -0.002, 0.000, -0.036, 0.120, -0.011, -0.006, 0.015, 0.060, 0.015, 0.000, 0.017, 0.018, -0.014, -0.024, -0.007, 0.021, 0.013, 0.007, 0.001, 0.013, 0.000, -0.007, 0.000, 0.021, -0.007, 0.020, -0.030, -0.011, 0.018, 0.000, 0.000, 0.003, -0.012, 0.000, 0.000, 0.000, 0.000, 0.001, 0.007, -0.002, 0.001, 0.000, 0.013, 0.000, 0.000, 0.000, 0.000, 0.000, -0.001, 0.000, 0.001, 0.000]}

=====

No. 2
{"formula": "C2H5N3O2S", "method": "the ωB97M-V functional and the def2-TZVPD basis", "e_homo_ev": -8.91, "de_lowest_kcal_mol": 15.55, "smiles": "NC(=O)N(O)C(N)=S", "fmax_ev_per_a": 3.0, "energy_ha": -792.140440, "species": ["S", "O", "O", "N", "N", "N", "C", "C", "H", "H", "H", "H", "H"], "positions_angstrom": [[2.382324, -0.359765, -0.045214], [-1.825466, 1.411254, -0.012795], [-0.188905, -1.744150, 0.048212], [-0.259252, -0.330288, 0.028817], [0.775311, 1.743439, 0.030931], [-2.550127, -0.773801, -0.018602], [-1.556512, 0.191231, -0.013510], [0.869064, 0.390319, -0.020519], [0.708380, -1.876840, 0.390825], [-2.282660, -1.712421, -0.262436], [1.576731, 2.315883, 0.196525], [-0.122713, 2.182796, 0.019738], [-3.518785, -0.454765, 0.011574]], "forces_ev_per_a": [[-0.6, -0.1, 0.1], [0.8, -2.2, 0.0], [-0.4, 1.3, -0.2], [-1.7, -0.8, -0.2], [-0.4, -0.9, -0.2], [1.0, 1.1, 0.0], [-2.3, 0.8, 0.2], [2.5, 1.6, 0.3], [0.7, -0.2, 0.0], [-0.4, 0.0, 0.2], [0.5, -0.4, -0.1], [-0.6, 0.0, 0.1], [0.8, -0.2, -0.2]], "nbo_charge": [-0.278, -0.649, -0.537, -0.193, -0.773, -0.822, 0.775, 0.282, 0.504, 0.421, 0.415, 0.434, 0.420]}